(1)
A structure of composition C42H43Br3N4O3OsS2Te, computed with ωB97M-V/def2-TZVPD.

XYZ file:
```
99
Properties=species:S:1:pos:R:3:forces:R:3
Os -0.4741 -0.3709 -0.4088 -0.1 -1.8 -0.4
Br -2.0768 4.4926 3.9058 0.0 0.0 0.0
C -1.5551 3.1595 2.7130 0.0 0.0 0.0
C -0.4957 2.3166 3.0132 0.0 0.0 0.0
C -0.1623 1.3356 2.1022 0.2 0.0 0.1
N -0.8013 1.1996 0.9383 -0.2 0.2 -0.5
C -1.7961 2.0583 0.6122 0.1 0.0 0.1
C -2.2160 3.0282 1.4958 0.0 0.1 0.1
C -2.2850 1.9243 -0.7746 0.0 0.0 0.2
C -3.0330 2.8913 -1.4187 -0.1 0.1 0.1
C -3.2853 2.7556 -2.7745 0.1 -0.1 0.0
Br -4.2209 4.0714 -3.7065 -0.1 0.0 0.0
C -2.7829 1.6458 -3.4423 0.0 0.1 0.0
C -2.0638 0.7135 -2.7247 0.1 0.0 -0.2
N -1.8135 0.8387 -1.4146 -0.2 0.1 -0.2
H 0.0658 2.4251 3.9294 0.0 0.0 0.0
H 0.6716 0.6688 2.2711 0.0 0.0 0.0
H -3.0378 3.6890 1.2617 0.0 0.0 -0.1
H -3.3845 3.7613 -0.8835 0.0 0.0 0.0
H -2.9444 1.5143 -4.5028 0.0 0.0 0.0
H -1.6496 -0.1556 -3.2175 0.0 -0.1 0.1
Br 7.3314 -1.9071 0.7619 0.0 0.0 0.0
C 5.6681 -2.1798 -0.0819 0.1 0.0 0.0
C 5.5897 -3.0353 -1.1710 -0.1 -0.1 0.0
C 4.3575 -3.2537 -1.7740 0.0 0.0 0.0
C 3.2243 -2.6166 -1.2934 0.0 -0.1 0.1
C 3.3227 -1.7343 -0.2212 0.1 0.0 0.0
C 4.5499 -1.5130 0.3907 0.0 0.1 0.0
C 2.1151 -0.9780 0.2012 0.0 0.3 0.5
O 2.1127 0.2422 0.3853 0.1 0.0 0.0
O 1.0064 -1.6499 0.3172 0.3 0.2 0.2
H 6.4789 -3.5331 -1.5322 0.0 0.0 0.0
H 4.2873 -3.9182 -2.6254 0.0 0.0 0.0
H 2.2590 -2.7836 -1.7577 0.0 0.0 0.0
H 4.6299 -0.8361 1.2306 0.0 0.0 0.0
C 5.4688 0.2448 -3.2511 -0.1 0.1 0.0
C 4.1396 0.9719 -3.0436 0.1 -0.2 0.1
C 3.0105 0.1265 -3.6153 0.0 0.1 0.0
S 1.2903 0.6449 -3.4185 -0.1 0.0 -0.1
O 0.8881 0.1060 -2.0428 -0.2 0.2 1.0
C 1.4200 2.4531 -3.3913 -0.2 0.1 0.1
C 1.8674 3.1795 -2.1225 0.0 -0.1 0.0
C 0.7634 3.3042 -1.0879 0.0 0.1 0.0
H 6.2982 0.8946 -2.9766 0.0 0.0 0.0
H 5.5995 -0.0428 -4.2959 0.0 0.0 0.0
H 5.5197 -0.6528 -2.6334 0.0 0.0 0.0
H 4.1754 1.9429 -3.5402 0.0 0.0 0.1
H 3.9857 1.1286 -1.9754 0.0 0.0 0.0
H 3.0184 -0.8693 -3.1673 -0.1 0.0 -0.1
H 3.1135 0.0218 -4.6994 0.0 -0.1 0.0
H 0.4186 2.7854 -3.6775 0.0 0.0 -0.1
H 2.0895 2.6657 -4.2292 -0.1 -0.1 -0.1
H 2.1895 4.1755 -2.4313 0.1 0.0 0.0
H 2.7211 2.6829 -1.6692 0.0 0.1 0.0
H -0.1363 3.7459 -1.5252 0.0 0.0 0.0
H 1.0912 3.9360 -0.2615 -0.1 0.0 0.0
H 0.5257 2.3248 -0.6884 0.0 0.0 0.0
C -3.8528 -5.0075 -6.5159 -0.1 0.0 0.1
C -3.1677 -4.4895 -5.2830 0.0 0.0 0.0
C -1.9907 -5.0523 -4.8162 0.0 0.0 0.0
C -1.3270 -4.5658 -3.6949 0.2 -0.1 0.0
C -0.0670 -5.2873 -3.2691 -0.2 0.1 -0.1
C -1.8672 -3.4719 -3.0135 -0.4 0.3 -0.2
Te -0.7894 -2.8441 -1.2981 -0.3 0.7 0.1
C -3.0845 -2.9151 -3.4346 0.0 0.0 0.1
C -3.8060 -1.8333 -2.6751 -0.1 -0.2 0.0
C -3.7081 -3.4307 -4.5609 0.0 0.0 0.0
H -3.2463 -5.7537 -7.0245 0.0 0.0 0.0
H -4.0627 -4.1941 -7.2106 0.0 0.0 0.0
H -4.8094 -5.4637 -6.2556 0.0 0.0 0.0
H -1.5709 -5.9062 -5.3371 0.0 0.0 0.0
H -0.3206 -6.2866 -2.9125 0.1 0.0 0.1
H 0.4773 -4.7784 -2.4706 0.1 -0.1 0.0
H 0.6078 -5.4055 -4.1163 0.1 0.0 0.0
H -3.2075 -1.4567 -1.8482 0.0 0.0 -0.1
H -4.7342 -2.2331 -2.2602 0.0 0.0 0.0
H -4.0750 -1.0026 -3.3272 0.0 0.0 0.0
H -4.6607 -3.0128 -4.8711 0.0 0.0 0.0
S -3.8111 -4.6439 3.3361 -0.1 0.1 0.0
C -3.0200 -3.2744 2.6178 0.1 -0.1 -0.1
C -1.7869 -2.7582 3.0214 -0.2 0.1 0.1
C -1.2252 -1.7313 2.2993 0.1 0.1 0.1
N -1.8119 -1.1758 1.2298 0.9 -0.2 -1.1
C -3.0270 -1.6366 0.8725 -0.2 0.2 0.2
C -3.6529 -2.6661 1.5215 0.0 0.1 0.1
C -2.9087 -4.8587 4.8550 -0.1 -0.1 -0.1
C -3.2349 -4.0867 5.9599 0.0 0.0 0.1
C -2.5574 -4.3381 7.1457 0.1 -0.1 -0.2
N -1.6246 -5.2802 7.2564 0.1 0.0 0.2
C -1.3317 -6.0242 6.1953 -0.2 0.2 0.0
C -1.9529 -5.8547 4.9626 0.1 -0.1 0.0
H -1.2673 -3.1586 3.8800 0.0 0.0 0.0
H -0.2614 -1.3328 2.5848 0.1 -0.1 -0.1
H -3.5072 -1.1325 0.0466 0.0 -0.1 0.0
H -4.6274 -3.0032 1.1940 0.0 0.0 0.0
H -4.0065 -3.3301 5.9086 0.0 0.0 0.0
H -2.7785 -3.7722 8.0427 0.0 0.0 0.0
H -0.5770 -6.7884 6.3375 0.0 0.0 0.0
H -1.7077 -6.4918 4.1235 0.0 0.0 0.0
```
Forces are in eV/Å.

Output
**Relative energy (zero: lowest compared OMol25 entry of this formula, charge and spin)**: 0.399 eV
**Total charge**: +2
**HOMO energy (spin up / spin down)**: -12.70 / -12.69 eV
**DFT total energy**: -10947.6124 hartree
**Orbital gap (spin up / spin down)**: 5.052 / 5.057 eV

---

(2)
A cluster of 8 separate species, C42H43F5O9 in total, computed with ωB97M-V/def2-TZVPD.

XYZ file:
```
99
Properties=species:S:1:pos:R:3:forces:R:3
C 20.1337 25.3866 -3.1674 -1.2 0.4 -0.3
C 18.7429 26.0766 -3.3058 1.1 -2.1 -2.6
C 17.7707 25.9796 -2.1767 0.6 -0.7 -0.4
O 17.6467 27.3377 -1.9421 -3.1 0.5 3.9
C 18.3382 28.1330 -2.6838 0.8 5.4 1.7
O 18.4707 29.3476 -2.4361 -0.5 -3.2 -1.1
O 18.9170 27.4650 -3.6148 1.5 -0.9 -1.5
H 20.8222 26.0682 -2.6680 0.1 -0.1 0.0
H 20.4928 25.1218 -4.1619 0.2 0.2 0.1
H 20.0463 24.4656 -2.5911 -0.1 0.0 0.1
H 18.1858 25.7301 -4.1762 0.5 -0.6 -0.3
H 18.1595 25.4092 -1.3331 0.0 0.5 0.3
H 16.8382 25.4992 -2.4730 -0.1 0.4 0.0
C 13.0436 22.9197 3.1173 1.4 -1.4 1.1
C 12.8851 21.6070 2.3294 4.5 2.0 -1.4
C 13.0916 20.2068 2.9863 -0.7 1.0 -0.3
O 11.7502 19.9441 3.0336 -2.6 -3.3 2.5
C 11.0203 20.5899 2.1717 -3.6 -1.1 -2.4
O 9.9347 20.2117 1.7665 1.3 0.7 1.1
O 11.6736 21.6292 1.7044 -2.1 -0.3 -0.2
H 13.4410 23.8238 2.6561 -0.3 -0.4 -0.7
H 13.8247 22.6011 3.8076 0.1 0.6 0.6
H 12.1646 23.1858 3.7045 -0.1 -0.3 -0.2
H 13.5144 21.4766 1.4490 1.1 1.2 0.3
H 13.4850 20.0123 3.9841 0.3 0.8 -0.1
H 13.4839 19.4489 2.3082 0.8 0.4 -0.2
C 10.1396 17.4566 -0.5173 0.1 0.8 0.4
C 11.6207 17.7971 -0.1466 -3.9 0.6 -0.8
C 12.5664 17.2185 -1.1510 -3.1 -3.7 0.9
O 13.4148 18.1942 -1.3748 5.5 -0.9 -1.0
C 12.9532 19.3285 -1.0628 -1.2 6.0 -2.0
O 13.3920 20.3546 -1.5835 -0.7 -1.5 2.0
O 11.7914 19.2522 -0.3681 1.2 -1.4 0.6
H 9.8050 18.0180 -1.3896 0.5 -0.1 -0.4
H 9.4397 17.8276 0.2314 0.2 -0.3 0.4
H 9.9614 16.3963 -0.6962 0.2 0.0 0.1
H 11.7413 17.5038 0.8963 0.7 0.4 0.0
H 12.1303 16.9490 -2.1130 -0.6 0.0 0.0
H 12.8790 16.2732 -0.7073 1.2 0.1 -0.2
F 19.4420 19.6799 -4.8449 -0.2 0.7 0.9
C 18.8242 19.6609 -3.6205 -0.3 -2.5 -0.9
C 18.2955 18.4245 -3.2307 -0.2 1.8 0.6
C 17.5990 18.4378 -2.0077 1.5 -3.0 -1.4
C 17.4593 19.4926 -1.2012 -0.9 2.7 0.4
C 17.9321 20.7437 -1.6789 -0.3 -1.3 1.4
C 18.6646 20.7650 -2.8173 0.3 1.4 -1.4
H 18.3092 17.5173 -3.8165 0.3 0.2 -0.2
H 17.3769 17.4363 -1.6703 -0.8 0.0 0.2
H 16.7985 19.3796 -0.3544 0.3 0.3 0.4
H 17.8011 21.7126 -1.2202 -0.3 -0.3 0.6
H 18.9255 21.7663 -3.1268 0.6 -0.1 -0.5
F 15.7276 22.3558 0.4280 -0.6 0.3 0.1
C 15.1914 23.1727 -0.5284 0.9 1.7 2.4
C 15.3093 22.7947 -1.7796 -1.3 -1.6 -4.2
C 14.8035 23.5970 -2.8359 1.4 0.0 0.2
C 14.3952 24.8752 -2.6013 -1.5 0.9 1.8
C 14.2974 25.3179 -1.2511 0.7 -1.7 0.1
C 14.7492 24.4573 -0.2224 -0.7 1.2 -0.4
H 15.4801 21.7530 -2.0077 0.5 0.0 0.0
H 14.8912 23.3136 -3.8743 -0.1 -0.6 0.1
H 13.9108 25.4852 -3.3494 0.4 0.1 -0.3
H 13.8529 26.2651 -0.9836 0.2 0.1 -0.1
H 14.7122 24.8452 0.7849 0.0 -0.3 0.2
F 15.5198 28.0461 -8.3469 -0.9 -1.1 0.9
C 14.7687 27.1055 -7.6270 2.8 0.0 -0.4
C 13.4396 27.2866 -7.5271 -1.0 0.7 -0.4
C 12.6521 26.3764 -6.8395 0.5 0.7 -0.7
C 13.3054 25.3321 -6.1910 -2.5 -0.4 -0.3
C 14.6030 25.0629 -6.4293 2.8 1.0 0.3
C 15.4260 26.0031 -7.0966 -0.9 -0.1 -0.4
H 13.1060 28.1667 -8.0567 -0.7 0.0 0.0
H 11.5926 26.5019 -7.0071 -0.2 -0.2 0.9
H 12.7483 24.6125 -5.6095 -0.2 0.0 0.0
H 15.0265 24.1970 -5.9420 0.3 -0.1 -0.2
H 16.4795 25.9012 -7.3115 0.1 -0.3 0.2
F 20.0112 22.3975 1.2742 0.8 -1.4 0.3
C 19.5870 23.6281 1.3653 -0.8 3.4 -2.3
C 18.3093 23.8522 1.8724 -0.4 -0.6 1.3
C 17.6663 25.0833 1.8788 2.0 1.4 -1.4
C 18.3174 26.1302 1.1863 0.6 -0.4 1.6
C 19.6107 25.9690 0.6794 0.0 -1.7 -0.3
C 20.2545 24.6832 0.6628 -1.9 0.6 1.1
H 17.8639 23.0059 2.3741 -0.2 -0.2 0.0
H 16.8113 25.4734 2.4109 -0.5 -1.2 0.1
H 17.8618 27.0958 1.3492 0.1 0.3 -0.7
H 20.1205 26.7877 0.1933 0.0 0.2 0.0
H 21.1456 24.5728 0.0628 0.2 -0.3 0.4
F 13.0298 27.7911 1.3102 -1.3 -1.6 0.2
C 13.9537 28.7126 1.3300 0.1 2.8 -2.9
C 13.8720 29.7383 0.3602 0.9 1.1 1.6
C 14.8473 30.7789 0.4645 -2.3 -1.6 -1.6
C 15.8806 30.6805 1.3312 1.3 0.6 1.5
C 16.0025 29.6495 2.2475 -1.9 -0.9 -0.7
C 14.9626 28.6627 2.2020 2.8 0.0 1.9
H 12.9808 29.8155 -0.2449 0.2 0.0 -0.3
H 14.8362 31.6431 -0.1831 -0.3 -0.1 -0.2
H 16.5398 31.5359 1.3448 0.4 -0.2 0.1
H 16.7893 29.6251 2.9869 0.0 -0.2 0.0
H 14.9607 27.8029 2.8556 0.2 0.0 0.4
```
Forces are in eV/Å.

Output
**Relative energy (zero: lowest compared OMol25 entry of this formula, charge and spin)**: 0.000 eV
**Total charge**: 0
**HOMO energy**: -9.32 eV
**DFT total energy**: -2802.5686 hartree
**Orbital gap**: 9.567 eV